Record 1
Here is a cluster of 3 separate species, C6H16BrN2O2 in total at a distorted geometry from the OMol25 dataset. Energies are from ωB97M-V with the def2-TZVPD basis set.

Last column: Mulliken charge in e.
Geometry (Å):
Br: -14.53126 7.77732 20.69291  -0.758
C: -18.13846 7.32607 21.85851  -0.889
C: -17.94140 6.87590 23.26909  0.190
O: -18.25618 5.75907 23.66392  -0.709
N: -17.41348 7.96594 24.22086  -0.232
H: -17.55919 8.85687 23.76797  0.351
H: -17.94627 8.03745 25.07591  0.378
C: -15.90761 7.68337 24.43428  -0.746
H: -19.10914 7.81939 21.80850  0.294
H: -18.02059 6.53735 21.11546  0.174
H: -17.44952 8.10412 21.52975  0.264
H: -15.68070 8.36548 25.25362  0.466
H: -15.35787 7.94900 23.53133  0.128
H: -15.70843 6.68573 24.82562  0.275
C: -12.32686 6.21374 17.04891  -1.085
C: -13.70571 5.55844 17.01615  0.649
O: -13.89191 4.37882 16.70054  -0.442
N: -14.85203 6.53130 17.40093  0.123
H: -14.68586 6.97298 18.29391  -0.092
H: -14.90004 7.18805 16.63513  0.384
C: -16.21931 5.75675 17.60517  -0.700
H: -12.24662 7.05731 16.36331  0.338
H: -11.54530 5.50417 16.77730  0.317
H: -12.05353 6.67831 17.99631  0.334
H: -16.65808 5.36200 16.68880  0.351
H: -16.93572 6.40707 18.10710  0.314
H: -15.94467 4.82028 18.09068  0.321

Force components x, y, z for each atom (eV/Å):
0.030 -0.267 -0.939
0.154 1.367 0.404
0.895 1.189 -1.978
-0.594 -1.740 1.906
1.125 -1.836 -1.545
0.404 0.355 -0.305
-0.089 -0.449 0.880
-1.103 1.452 1.221
-0.767 -0.155 -0.678
-0.288 -0.199 0.388
0.370 0.058 0.122
0.684 0.253 0.065
-0.244 -0.299 0.022
-0.583 -0.070 -0.599
-0.182 0.118 -0.098
1.120 -2.861 -0.572
-0.299 4.447 1.269
-1.689 -3.525 -1.348
0.651 1.081 1.716
-0.185 0.591 0.006
0.991 -0.195 -0.601
-0.355 -0.013 -0.330
-0.372 -0.156 0.025
-0.477 -0.265 0.414
0.411 0.734 -0.484
0.482 -0.153 0.277
-0.089 0.539 0.762

Gap between HOMO and LUMO (alpha / beta), eV: 2.593 / 7.106
E_LUMO (alpha / beta), eV: -0.795 / -0.795
Spin multiplicity: 2


Record 2
Here is the molecule C9H8O2S at a distorted geometry from the OMol25 dataset. Energies are from ωB97M-V with the def2-TZVPD basis set.

Last column: Mulliken charge in e.
Geometry (Å):
C: 2.93369 -0.23461 0.99092  -0.852
C: 2.34582 -0.71562 -0.13167  0.395
C: 1.96600 -1.31558 -1.25646  -0.428
S: 0.21751 -1.31971 -1.75427  1.206
O: -0.00048 -0.70390 -3.10462  -0.598
O: -0.17207 -2.74306 -1.62952  -0.631
C: -0.60737 -0.25664 -0.45602  -0.202
C: -0.46757 1.16134 -0.50130  -0.095
C: -1.18187 2.05053 0.29537  -0.684
C: -2.04974 1.54046 1.19174  -0.181
C: -2.29350 0.14190 1.29513  -0.612
C: -1.52009 -0.74813 0.51955  -0.071
H: 2.24734 0.17171 1.67853  0.290
H: 4.02277 -0.41707 1.29037  0.237
H: 2.72328 -1.56375 -1.92202  0.422
H: -0.00280 1.64720 -1.33252  0.354
H: -0.96463 3.10016 0.11248  0.372
H: -2.50154 2.23085 1.91769  0.319
H: -2.88300 -0.23909 2.10562  0.371
H: -1.81176 -1.78699 0.69101  0.388

Force components x, y, z for each atom (eV/Å):
0.635 -1.480 -1.981
1.547 -0.270 1.543
-1.841 1.918 1.295
-0.699 -2.512 -1.257
1.030 -0.787 3.591
-0.229 2.430 0.085
-0.571 1.023 0.516
-0.496 -1.196 -1.197
1.420 -0.471 -1.176
-1.492 -0.767 2.164
2.231 1.187 -0.626
-0.810 0.093 -0.261
-0.285 2.106 0.494
-2.055 -0.937 -0.076
0.928 0.565 -2.151
0.947 -0.263 -0.399
-0.379 -0.100 0.416
-0.215 -0.440 -0.427
-0.451 -0.138 -0.015
0.786 0.039 -0.537

Energy relative to the best compared isomer or geometry (same formula, charge and spin), eV: 5.685
SMILES string: C=C=CS(=O)(=O)c1ccccc1
Gap between HOMO and LUMO, eV: 6.628
E_LUMO, eV: -1.599